# C27H30F5N3O2OsSeTe

A structure of composition C27H30F5N3O2OsSeTe (ωB97M-V with the def2-TZVPD basis set, the OMol25 dataset).

CARTESIAN COORDINATES (ANGSTROEM)
Os: -0.597 1.206 0.859
N: -0.230 1.978 2.834
C: -0.415 3.445 2.798
C: -1.619 3.769 1.943
N: -1.439 3.112 0.624
H: -0.843 1.528 3.516
H: 0.699 1.753 3.176
H: 0.478 3.870 2.335
H: -0.520 3.870 3.798
H: -1.753 4.847 1.845
H: -2.523 3.356 2.395
H: -0.852 3.685 0.019
H: -2.332 3.027 0.145
C: -5.074 -1.497 -5.918
C: -3.595 -1.694 -5.712
C: -2.925 -2.682 -6.423
C: -1.569 -2.903 -6.232
C: -0.870 -2.133 -5.322
C: -1.521 -1.118 -4.627
N: -0.831 -0.355 -3.655
C: 0.358 0.282 -3.818
C: 1.017 0.333 -5.064
C: 2.259 0.911 -5.186
C: 2.920 1.469 -4.089
C: 2.274 1.477 -2.876
C: 0.996 0.926 -2.725
C: 0.347 1.061 -1.430
O: 0.971 1.515 -0.391
O: -0.869 0.773 -1.201
C: -2.888 -0.889 -4.811
C: -3.586 0.189 -4.027
H: -5.483 -2.291 -6.541
H: -5.285 -0.544 -6.410
H: -5.613 -1.498 -4.970
H: -3.479 -3.298 -7.121
H: -1.065 -3.693 -6.772
H: 0.174 -2.327 -5.119
H: -1.213 -0.355 -2.716
H: 0.537 -0.095 -5.932
H: 2.733 0.922 -6.161
H: 3.906 1.898 -4.196
H: 2.733 1.928 -2.006
H: -2.887 0.972 -3.737
H: -4.023 -0.214 -3.109
H: -4.391 0.641 -4.607
C: 0.871 0.034 6.706
Te: 0.207 -0.880 4.877
C: 2.244 -0.537 4.289
C: 3.029 -0.493 5.575
C: 4.401 -0.719 5.597
C: 5.099 -0.689 6.795
C: 4.427 -0.432 7.981
C: 3.060 -0.201 7.965
C: 2.354 -0.228 6.767
H: 0.341 -0.385 7.558
H: 0.670 1.105 6.670
H: 2.326 0.399 3.735
H: 2.568 -1.339 3.634
H: 4.921 -0.935 4.672
H: 6.164 -0.880 6.803
H: 4.965 -0.422 8.920
H: 2.532 -0.008 8.892
F: -1.343 -1.734 2.251
C: -0.791 -2.001 1.021
F: 0.197 -0.835 0.944
C: 0.184 -3.177 1.260
F: -0.471 -4.195 1.821
F: 1.176 -2.834 2.113
F: 0.757 -3.599 0.140
Se: -1.997 -2.169 -0.372

The value obtained for the largest force on an atom is 0.845 eV Å⁻¹. As for the gap between HOMO and LUMO: 6.60 eV. The LUMO energy comes out at -0.4 eV. Its highest occupied orbital energy is -7.0 eV.

These are the Löwdin partial charges, in e, on atoms 1 to 4:
1 Os 1.215
2 N -0.138
3 C -0.227
4 C -0.218

# C27H30F6N2O2

A cluster of 2 separate species, C27H30F6N2O2 in total at a distorted geometry (ωB97M-V with the def2-TZVPD basis set, the OMol25 dataset).

CARTESIAN COORDINATES (ANGSTROEM)
C: 5.132 1.987 3.866
N: 5.086 0.806 3.005
C: 6.173 0.755 2.011
C: 5.868 1.709 0.847
F: 6.905 1.699 -0.009
F: 4.749 1.290 0.231
F: 5.688 2.937 1.361
C: 3.819 0.247 2.672
C: 3.613 -1.142 2.667
C: 2.393 -1.667 2.345
C: 1.295 -0.840 1.999
C: 0.047 -1.468 1.774
C: -1.248 -0.977 1.482
C: -2.287 -1.933 1.361
C: -3.568 -1.567 1.061
C: -3.906 -0.219 0.854
N: -5.257 0.172 0.580
C: -5.605 0.723 -0.732
C: -6.092 0.701 1.673
C: -5.608 2.085 2.134
F: -6.581 2.654 2.873
F: -4.492 1.929 2.873
F: -5.345 2.820 1.037
C: -2.891 0.740 0.987
C: -1.613 0.380 1.310
C: 1.551 0.549 1.907
C: 2.762 1.073 2.260
H: 4.346 1.931 4.616
H: 6.091 2.060 4.372
H: 4.977 2.884 3.272
H: 7.117 1.037 2.479
H: 6.270 -0.262 1.630
H: 4.435 -1.786 2.926
H: 2.260 -2.736 2.335
H: 0.088 -2.541 1.869
H: -2.054 -2.973 1.527
H: -4.344 -2.308 0.993
H: -5.045 0.215 -1.515
H: -6.668 0.603 -0.932
H: -5.357 1.782 -0.764
H: -7.128 0.773 1.341
H: -6.053 0.012 2.515
H: -3.172 1.776 0.897
H: -0.903 1.162 1.477
H: 0.829 1.210 1.474
H: 2.963 2.124 2.136
C: -2.817 -6.074 8.273
C: -2.369 -5.283 7.033
C: -3.509 -4.363 6.566
C: -1.115 -4.421 7.378
C: -0.484 -3.777 6.169
O: 0.121 -2.721 6.289
C: -0.605 -4.410 4.913
C: -1.346 -5.597 4.706
O: -1.486 -6.075 3.589
C: -1.986 -6.273 5.891
H: -2.022 -6.726 8.635
H: -3.094 -5.401 9.083
H: -3.680 -6.697 8.043
H: -3.209 -3.785 5.692
H: -4.394 -4.939 6.302
H: -3.785 -3.660 7.351
H: -1.388 -3.636 8.089
H: -0.365 -5.044 7.874
H: -0.147 -3.941 4.064
H: -1.299 -7.030 6.278
H: -2.877 -6.812 5.555

The value obtained for the largest force on an atom is 2.347 eV Å⁻¹. As for the gap between HOMO and LUMO: 2.28 eV. The LUMO energy comes out at -3.3 eV. Its highest occupied orbital energy is -5.6 eV.

These are the Löwdin partial charges, in e, on atoms 1 to 4:
1 C -0.048
2 N -0.123
3 C -0.035
4 C -0.597

# C27H30FeN3OS5

A structure of composition C27H30FeN3OS5 (ωB97M-V with the def2-TZVPD basis set, the OMol25 dataset).

CARTESIAN COORDINATES (ANGSTROEM)
Fe: -0.096 0.084 0.744
S: -0.534 2.300 1.809
C: 1.212 2.552 1.943
C: 1.802 3.773 1.603
C: 3.166 3.989 1.730
C: 3.992 2.987 2.222
C: 3.431 1.770 2.579
C: 2.072 1.542 2.418
S: 1.305 0.010 2.902
C: 2.391 -1.280 2.225
C: 1.779 -2.220 1.196
C: 2.546 -3.298 0.772
C: 2.041 -4.139 -0.203
C: 0.790 -3.884 -0.729
C: 0.076 -2.791 -0.253
C: -1.261 -2.454 -0.881
S: -2.291 -1.216 -0.050
C: -3.125 -2.244 1.135
C: -4.196 -3.000 0.654
C: -4.903 -3.849 1.486
C: -4.523 -3.918 2.830
C: -3.485 -3.148 3.313
C: -2.747 -2.256 2.493
S: -1.520 -1.235 3.145
N: 0.563 -2.001 0.698
H: 1.160 4.555 1.215
H: 3.586 4.946 1.444
H: 5.055 3.153 2.338
H: 4.063 0.984 2.980
H: 2.742 -1.881 3.064
H: 3.252 -0.791 1.769
H: 3.528 -3.458 1.200
H: 2.624 -4.981 -0.557
H: 0.370 -4.504 -1.510
H: -1.862 -3.358 -0.972
H: -1.085 -2.061 -1.886
H: -4.464 -2.916 -0.395
H: -5.731 -4.434 1.106
H: -5.058 -4.575 3.507
H: -3.210 -3.197 4.359
C: 2.008 -0.504 -2.458
C: 2.351 0.499 -1.347
C: 2.351 1.923 -1.918
C: 3.760 0.184 -0.825
O: 1.445 0.410 -0.307
H: 2.708 -0.428 -3.298
H: 1.000 -0.314 -2.829
H: 2.053 -1.523 -2.061
H: 3.085 2.039 -2.723
H: 2.586 2.626 -1.115
H: 1.356 2.158 -2.302
H: 4.515 0.348 -1.600
H: 3.819 -0.862 -0.505
H: 3.985 0.831 0.026
C: -3.621 2.487 -4.032
N: -3.264 2.924 -2.701
C: -3.828 3.982 -1.999
C: -3.207 4.037 -0.805
N: -2.288 3.012 -0.782
C: -2.296 2.326 -1.946
S: -1.316 1.033 -2.370
H: -4.215 3.265 -4.507
H: -4.190 1.557 -3.995
H: -2.714 2.302 -4.605
H: -4.610 4.592 -2.416
H: -3.348 4.699 0.030
H: -1.580 2.839 -0.049

As for the spin multiplicity: 5. The value obtained for the largest force on an atom is 0.481 eV Å⁻¹. As for the gap between HOMO and LUMO (alpha / beta): 6.20 / 6.18 eV. The LUMO energy (alpha / beta) comes out at 2.6 / 2.6 eV. Its highest occupied orbital energy (alpha / beta) is -3.6 / -3.6 eV. The expectation value of S² is 6.01. As for the total charge: -1.

These are the Löwdin partial charges, in e, on atoms 1 to 4:
1 Fe 0.338
2 S 0.579
3 C -0.678
4 C -0.130